1.
The following is a quantum chemistry calculation of a molecular structure, C29H44BrN3P2SZn, from the OMol25 dataset.

The geometry in XYZ format:
```
81
Properties=species:S:1:pos:R:3:forces:R:3:mulliken_charge:R:1
C -5.436 -3.964 -0.557 0.08 0.02 -0.23 -0.412
C -4.644 -3.796 -1.721 -0.60 -0.83 0.11 1.007
C -5.057 -4.483 -2.874 -0.24 -0.18 0.05 -0.340
C -6.197 -5.303 -2.819 0.28 0.47 0.29 -0.365
N -6.923 -5.455 -1.710 -0.04 -0.01 -0.14 -0.529
C -6.566 -4.799 -0.608 0.74 0.49 -0.28 -0.320
C -3.362 -3.084 -1.699 0.22 0.11 0.12 -0.029
C -2.386 -2.737 -0.903 -0.91 -0.89 1.28 -0.422
C -1.669 -2.760 0.361 0.21 -0.23 0.17 1.023
C -1.748 -1.648 1.211 0.10 0.13 0.01 -0.914
C -0.624 -1.237 1.925 0.55 -0.42 0.08 0.412
C 0.549 -2.030 1.848 -1.93 -0.41 -0.77 0.136
C 0.466 -3.334 1.323 0.17 -0.08 0.66 -0.811
C -0.660 -3.723 0.625 -0.22 0.16 -0.58 -0.543
Zn -1.685 -2.256 -2.627 0.52 -0.08 -0.77 -0.095
P -0.131 2.528 -0.303 -0.17 -0.18 -0.05 0.720
H -4.501 -4.417 -3.807 -0.07 0.07 0.22 0.344
H -5.183 -3.470 0.380 0.00 -0.06 -0.25 0.382
H -6.545 -5.842 -3.705 0.20 0.17 0.31 0.368
H -7.192 -4.929 0.277 0.19 0.00 -0.26 0.368
H -0.765 -4.735 0.218 0.27 0.47 -0.07 0.525
H -2.705 -1.125 1.252 0.52 0.36 -0.17 0.445
H 1.306 -4.023 1.495 -0.44 0.33 -0.30 0.518
H -0.643 -0.288 2.470 0.09 -0.30 -0.31 0.053
C 1.442 3.525 -0.182 -0.01 -0.39 -0.04 -0.421
C 1.660 4.671 -1.165 0.23 0.35 0.00 -1.255
H 2.247 2.776 -0.277 -0.09 0.37 0.05 0.300
H 1.485 3.889 0.856 0.00 -0.04 -0.18 0.395
H 2.577 5.216 -0.906 -0.16 -0.11 -0.05 0.433
H 1.786 4.324 -2.198 -0.14 0.00 0.23 0.114
H 0.841 5.400 -1.138 0.17 -0.20 -0.06 0.281
C -0.775 2.916 -1.997 0.46 0.17 -0.12 -0.317
C -2.229 2.484 -2.211 -0.13 0.05 -0.15 -1.406
H -0.109 2.388 -2.698 -0.24 0.28 0.22 0.168
H -0.660 3.991 -2.196 -0.04 -0.35 -0.08 0.469
H -2.377 2.147 -3.245 -0.05 0.13 0.19 0.414
H -2.523 1.660 -1.551 0.02 0.06 -0.02 0.249
H -2.923 3.320 -2.041 0.16 -0.32 0.03 0.242
C -1.306 3.496 0.746 0.17 -0.14 -0.16 -0.455
C -1.518 4.959 0.365 -0.26 0.25 0.34 -1.322
H -0.902 3.403 1.768 -0.28 0.11 -0.16 0.236
H -2.250 2.931 0.723 0.17 0.20 0.08 0.414
H -2.360 5.368 0.937 0.15 0.01 -0.09 0.407
H -0.642 5.572 0.608 -0.15 -0.15 -0.14 0.259
H -1.763 5.095 -0.694 0.11 -0.08 0.22 0.286
Br 2.244 -1.376 2.140 0.94 0.44 0.68 0.063
P 2.711 -0.894 -2.691 1.07 0.21 -0.42 -0.162
C 2.013 0.798 -2.893 -0.12 -0.12 0.30 0.630
C 2.914 1.647 -3.791 -0.06 0.14 -0.20 -1.449
H 1.900 1.253 -1.895 -0.09 -0.12 -0.30 -0.761
H 1.010 0.689 -3.321 0.10 0.10 -0.07 0.426
H 2.453 2.623 -3.986 0.13 -0.15 0.05 0.363
H 3.901 1.829 -3.342 -0.28 -0.10 -0.07 0.303
H 3.072 1.153 -4.758 0.00 0.13 0.22 0.416
C 3.727 -0.575 -1.180 -0.38 -0.35 0.04 0.168
C 4.828 -1.603 -0.892 -0.15 0.15 0.12 -1.233
H 2.997 -0.579 -0.351 0.43 0.38 -0.18 -0.338
H 4.155 0.429 -1.304 -0.16 -0.17 0.15 0.425
H 5.207 -1.389 0.113 0.15 -0.24 -0.12 0.350
H 4.425 -2.625 -0.898 0.17 0.18 0.01 0.285
H 5.671 -1.549 -1.594 -0.36 0.00 0.12 0.385
C 1.309 -1.921 -2.082 -0.16 -0.06 0.11 0.476
C 0.830 -2.757 -3.284 -0.36 0.18 0.57 -1.743
H 0.510 -1.297 -1.648 0.00 0.02 0.06 0.000
H 1.674 -2.571 -1.275 -0.08 0.06 -0.22 0.074
H 0.167 -3.589 -2.992 -0.06 -0.20 0.02 0.423
H 0.341 -2.117 -4.037 0.05 0.03 -0.22 0.482
H 1.692 -3.220 -3.785 -0.38 0.06 -0.10 0.509
C 2.299 2.914 6.109 0.25 0.38 0.31 -0.773
N 1.891 1.521 5.956 0.06 -0.40 0.68 0.153
C 1.999 0.530 6.912 0.18 1.54 -0.79 -0.066
C 1.500 -0.613 6.368 -0.75 0.28 -1.59 -0.472
N 1.054 -0.281 5.108 0.23 -0.14 0.17 0.217
C 1.301 1.049 4.813 0.25 -0.84 1.06 -0.094
S 1.018 1.942 3.442 -0.18 -0.39 -0.02 -0.075
H 2.820 3.240 5.205 -0.08 -0.12 0.23 0.330
H 1.424 3.557 6.263 0.19 -0.23 0.01 0.326
H 2.972 2.982 6.972 -0.22 0.01 -0.25 0.314
H 2.428 0.735 7.878 -0.01 -0.08 0.01 0.451
H 1.414 -1.604 6.759 0.00 -0.22 0.12 0.466
H 0.726 -0.950 4.410 0.05 0.30 0.29 0.126
```
Positions in Å, forces in eV/Å.

Summary:
**Frontier orbital gap (alpha / beta)**: 5.24 / 3.78 eV
**Energy**: -6729.16941 hartree
**Total charge**: +2
**Largest force on an atom**: 0.041 Eh/bohr
**Highest occupied orbital energy (alpha / beta)**: -0.4600 / -0.4597 Ha
**Energy above the lowest of the compared OMol25 structures with the same formula, charge and spin**: 4.2841 eV

=====

2.
The following is a quantum chemistry calculation of a molecular structure, C29H45AuClN4SSi4, from the OMol25 dataset.

The geometry in XYZ format:
```
85
Properties=species:S:1:pos:R:3:forces:R:3:mulliken_charge:R:1
Au -1.999 -2.261 -0.030 0.18 -0.10 -0.17 1.032
C 2.124 3.960 0.053 -0.01 0.02 0.03 -1.640
C 3.455 3.451 -0.495 0.00 0.01 -0.01 2.047
C 4.575 3.920 0.444 -0.01 0.00 0.00 -1.855
C 3.664 4.062 -1.889 0.00 0.00 0.02 -1.711
C 3.484 1.928 -0.602 0.02 -0.02 0.00 0.015
C 4.647 1.299 -1.085 0.00 0.01 -0.01 -0.329
C 4.753 -0.071 -1.196 -0.01 -0.02 -0.01 -1.311
C 3.662 -0.850 -0.822 0.00 0.02 0.01 1.546
S 3.478 -2.568 -0.802 -0.02 0.04 -0.04 -0.502
C 1.845 -2.360 -0.158 -0.04 -0.06 -0.06 -0.166
N 1.477 -1.136 -0.030 0.18 0.04 0.20 0.744
C 2.485 -0.252 -0.363 0.09 0.01 -0.03 -2.885
C 2.405 1.138 -0.246 -0.01 0.00 0.02 0.843
C 1.067 -3.523 0.298 0.02 0.02 -0.10 1.139
C 1.831 -4.639 0.664 0.03 -0.10 0.06 -1.134
C 1.260 -5.745 1.259 -0.01 0.04 -0.02 -0.833
C -0.104 -5.727 1.505 0.02 0.02 -0.01 -0.773
C -0.859 -4.634 1.111 -0.01 -0.06 0.05 -0.481
C -0.329 -3.499 0.472 -0.13 0.04 0.13 0.268
H 2.147 5.050 0.112 -0.01 0.00 0.01 0.566
H 1.923 3.576 1.056 0.01 0.01 -0.02 0.203
H 1.290 3.680 -0.592 -0.01 0.01 0.00 0.202
H 4.560 5.009 0.531 0.00 0.00 0.00 0.459
H 5.560 3.626 0.079 0.01 0.00 -0.01 0.344
H 4.444 3.494 1.441 0.00 0.00 0.00 0.380
H 3.644 5.153 -1.827 0.00 0.00 0.00 0.464
H 2.874 3.744 -2.571 0.00 0.00 0.00 0.287
H 4.621 3.767 -2.319 0.01 0.00 0.00 0.348
H 5.496 1.905 -1.375 0.01 0.01 0.00 0.415
H 5.664 -0.525 -1.562 0.00 0.00 0.00 0.409
H 1.485 1.570 0.127 0.00 -0.01 0.00 0.434
H 2.905 -4.620 0.521 -0.03 -0.03 0.01 0.296
H 1.871 -6.592 1.543 0.00 0.00 0.00 0.369
H -0.589 -6.566 1.988 0.00 0.00 0.00 0.408
H -1.925 -4.683 1.293 0.00 0.00 0.00 0.515
N -2.975 -4.071 -0.879 0.05 0.05 0.02 -0.521
C -3.427 -5.059 -1.298 0.02 -0.04 0.00 0.356
N -3.796 -6.198 -1.769 -0.02 0.03 0.01 -0.694
C -5.075 -6.479 -1.941 0.01 -0.01 -0.01 0.482
N -6.167 -6.822 -2.129 0.00 0.00 -0.01 -0.580
Cl -4.852 -2.024 1.177 0.03 0.02 0.00 -0.248
C -3.887 -1.410 -0.233 -0.05 -0.16 0.04 -0.236
H -4.026 -0.347 -0.207 0.04 0.34 -0.03 -0.749
H -4.369 -1.813 -1.121 0.05 -0.03 0.01 0.535
C -3.784 2.269 -0.957 0.09 -0.04 0.06 -1.421
Si -2.594 1.748 0.436 0.04 0.12 0.05 0.827
C -1.537 3.328 0.566 -0.08 0.05 0.01 -1.142
C -3.680 1.773 1.988 -0.01 0.01 -0.05 -1.302
Si -1.051 -0.107 0.234 -0.81 0.32 -0.01 0.140
Si -0.343 -0.050 2.500 0.31 -0.22 -0.18 0.793
C 1.140 -1.128 2.921 -0.02 0.04 0.09 -1.136
C 0.087 1.638 3.220 -0.03 0.04 0.03 -1.063
C -1.778 -0.804 3.447 -0.05 -0.09 0.01 -1.044
Si -0.646 0.196 -2.098 0.30 -0.22 0.08 0.265
C 0.594 -0.986 -2.885 -0.09 -0.02 -0.07 -1.019
C -0.123 1.923 -2.647 -0.02 0.02 -0.02 -0.639
C -2.255 -0.253 -2.966 0.03 -0.04 -0.04 -1.097
H -4.265 3.188 -0.605 -0.02 0.00 -0.03 0.465
H -4.570 1.553 -1.188 -0.05 -0.08 0.01 0.396
H -3.265 2.507 -1.887 0.05 -0.01 -0.01 0.302
H -2.228 4.152 0.780 0.04 0.02 0.01 0.540
H -1.037 3.569 -0.371 -0.01 -0.02 -0.08 0.255
H -0.777 3.326 1.344 0.01 -0.05 0.02 0.167
H -4.296 2.677 1.948 -0.03 -0.01 0.03 0.432
H -3.098 1.807 2.910 0.02 0.02 -0.03 0.338
H -4.344 0.907 2.046 -0.01 -0.01 -0.02 0.308
H 2.071 -0.737 2.508 0.02 0.02 0.00 0.216
H 1.004 -2.146 2.558 0.00 -0.04 0.00 0.193
H 1.240 -1.167 4.012 -0.02 0.01 -0.02 0.507
H 0.987 2.035 2.742 -0.02 0.05 0.01 0.142
H 0.309 1.504 4.283 0.03 -0.03 -0.01 0.436
H -0.706 2.378 3.141 -0.02 -0.01 0.01 0.318
H -1.931 -1.825 3.086 -0.01 0.02 0.04 0.177
H -2.730 -0.281 3.359 0.08 -0.03 -0.03 0.260
H -1.504 -0.858 4.505 -0.03 0.00 0.01 0.422
H 1.630 -0.771 -2.632 0.02 0.02 -0.05 0.254
H 0.493 -0.911 -3.973 -0.03 0.00 0.02 0.523
H 0.375 -2.018 -2.600 0.00 0.00 -0.01 0.182
H 0.894 2.135 -2.311 0.00 0.03 0.00 -0.206
H -0.780 2.719 -2.299 -0.02 0.00 0.02 0.292
H -0.124 1.949 -3.741 0.01 -0.02 0.00 0.529
H -2.451 -1.319 -2.833 -0.01 0.01 -0.02 0.255
H -2.114 -0.070 -4.036 -0.03 0.01 0.00 0.433
H -3.134 0.294 -2.640 -0.06 0.06 0.07 0.245
```
Positions in Å, forces in eV/Å.

Summary:
**Frontier orbital gap**: 7.43 eV
**Energy**: -3503.27463 hartree
**Total charge**: -1
**Largest force on an atom**: 0.017 Eh/bohr
**Highest occupied orbital energy**: -0.1967 Ha
**Energy above the lowest of the compared OMol25 structures with the same formula, charge and spin**: 0.0000 eV